Entry from the OMol25 dataset: an isolated ion of composition C29H38NO2Si and charge +1 (the ωB97M-V functional and the def2-TZVPD basis).

The geometry in ORCA input format:
```
! wB97M-V def2-TZVPD RIJCOSX def2/J DEFGRID3
* xyz 1 1
C 1.44 3.17 -1.36
O 0.27 3.02 -0.55
C -0.60 1.92 -0.74
C -1.98 2.44 -1.12
C -2.98 1.52 -1.47
C -4.27 1.97 -1.72
C -4.58 3.33 -1.66
C -5.97 3.79 -1.94
C -3.57 4.25 -1.33
C -2.28 3.82 -1.07
N -0.68 1.19 0.46
C -1.29 2.08 1.58
C -0.45 1.84 2.82
C 0.58 0.77 2.50
C 0.67 0.63 0.98
C 1.13 -0.78 0.53
O 0.38 -1.74 1.27
Si 0.32 -3.42 1.24
C 0.61 -4.04 2.97
C 1.62 -4.12 0.10
C -1.39 -3.86 0.66
C 2.62 -0.84 0.97
C 2.99 -1.46 2.17
C 4.34 -1.68 2.46
C 5.33 -1.15 1.63
C 4.97 -0.39 0.52
C 3.61 -0.21 0.20
C 0.84 -1.03 -0.96
C 1.81 -1.35 -1.92
C 1.42 -1.59 -3.24
C 0.07 -1.63 -3.59
C -0.91 -1.44 -2.61
C -0.52 -1.17 -1.29
H 1.81 4.18 -1.15
H 2.23 2.45 -1.08
H 1.22 3.07 -2.44
H -0.25 1.25 -1.54
H -2.72 0.46 -1.53
H -5.06 1.25 -1.97
H -6.00 4.88 -2.00
H -6.35 3.39 -2.89
H -6.67 3.48 -1.16
H -3.82 5.31 -1.27
H -1.51 4.53 -0.79
H -1.32 0.40 0.33
H -2.35 1.80 1.69
H -1.23 3.12 1.24
H -1.10 1.54 3.65
H 0.03 2.78 3.10
H 0.27 -0.18 2.94
H 1.58 1.02 2.87
H 1.41 1.35 0.60
H 0.45 -5.13 2.97
H 1.63 -3.85 3.32
H -0.09 -3.59 3.68
H 1.67 -5.20 0.29
H 1.37 -3.96 -0.95
H 2.62 -3.69 0.29
H -1.47 -4.96 0.61
H -2.14 -3.48 1.36
H -1.61 -3.45 -0.34
H 2.22 -1.80 2.87
H 4.60 -2.26 3.34
H 6.38 -1.33 1.85
H 5.72 0.07 -0.12
H 3.33 0.40 -0.66
H 2.86 -1.42 -1.64
H 2.20 -1.76 -3.99
H -0.23 -1.82 -4.62
H -1.97 -1.53 -2.84
H -1.28 -1.17 -0.50
*
```

Summary:
SMILES: CO[C@H](c1ccc(C)cc1)[N@@H+]1CCC[C@H]1C(O[Si](C)(C)C)(c1ccccc1)c1ccccc1
ΔE to the lowest compared entry with this formula, charge and spin in kJ/mol: 0.0
Highest occupied orbital energy in eV: -11.82
LUMO energy in eV: -2.03
HOMO-LUMO gap in eV: 9.7892

=====

Entry from the OMol25 dataset: C16H25BF3O6ReSSe2 as an isolated structure (the ωB97M-V functional and the def2-TZVPD basis).

The geometry in ORCA input format:
```
! wB97M-V def2-TZVPD RIJCOSX def2/J DEFGRID3
* xyz 1 2
Re -0.68 -0.57 2.31
C -0.08 -1.09 5.97
Se -1.67 -1.26 4.86
C -2.49 0.46 5.27
C -1.67 1.65 4.83
Se -1.55 1.73 2.88
C 0.02 2.87 2.77
H -0.40 -0.83 6.97
H 0.61 -0.36 5.55
H 0.38 -2.07 5.98
H -2.65 0.49 6.35
H -3.47 0.44 4.80
H -0.65 1.62 5.22
H -2.14 2.58 5.15
H -0.25 3.83 3.19
H 0.25 2.97 1.71
H 0.83 2.41 3.31
C 0.17 1.04 -6.44
C 1.23 0.47 -5.50
C 1.36 -1.03 -5.77
C 2.59 1.13 -5.79
C 0.83 0.76 -4.05
C 0.64 2.09 -3.65
C 0.29 2.45 -2.36
C 0.12 1.42 -1.46
O -0.23 1.46 -0.12
B -0.25 0.14 0.29
O 0.07 -0.71 -0.74
C 0.30 0.11 -1.84
C 0.66 -0.26 -3.12
H 0.42 0.80 -7.48
H 0.09 2.12 -6.36
H -0.82 0.62 -6.23
H 1.63 -1.19 -6.81
H 0.41 -1.56 -5.59
H 2.13 -1.49 -5.15
H 2.88 0.93 -6.82
H 3.36 0.73 -5.13
H 2.54 2.21 -5.65
H 0.78 2.88 -4.38
H 0.15 3.48 -2.07
H 0.78 -1.30 -3.37
C 2.17 -0.92 2.55
O 0.96 -0.32 3.06
H 2.90 -0.93 3.36
H 2.54 -0.33 1.72
H 1.97 -1.94 2.21
F -3.55 -3.63 3.09
C -2.47 -4.12 2.51
F -2.76 -5.23 1.87
F -1.54 -4.35 3.43
S -1.81 -2.86 1.28
O -2.11 -3.34 -0.01
O -0.39 -2.62 1.66
O -2.46 -1.56 1.73
*
```

Summary:
ΔE to the lowest compared entry with this formula, charge and spin in kJ/mol: 10.0
Highest occupied orbital energy (alpha / beta) in eV: -11.00 / -11.02
LUMO energy (alpha / beta) in eV: -4.84 / -4.45
HOMO-LUMO gap (alpha / beta) in eV: 6.1580 / 6.5708
<S²>: 0.763

=====

Entry from the OMol25 dataset: C24H29BrN4O3PdS as an isolated structure (the ωB97M-V functional and the def2-TZVPD basis).

The geometry in ORCA input format:
```
! wB97M-V def2-TZVPD RIJCOSX def2/J DEFGRID3
* xyz -2 1
Pd -0.24 -1.28 -0.28
N 3.72 -9.69 -2.81
C 3.32 -8.38 -2.40
C 2.70 -7.52 -3.29
C 2.35 -6.24 -2.89
C 2.61 -5.80 -1.60
C 3.25 -6.66 -0.72
C 3.60 -7.94 -1.11
S 2.06 -4.16 -1.07
O 2.03 -3.39 -2.29
O 3.01 -3.81 -0.05
N 0.66 -4.40 -0.45
C -0.46 -4.20 -1.21
N -0.96 -5.22 -1.92
C -2.05 -4.99 -2.65
C -2.68 -3.76 -2.69
C -2.14 -2.77 -1.89
N -1.06 -2.96 -1.14
H 3.11 -10.05 -3.54
H 3.73 -10.33 -2.04
H 2.49 -7.85 -4.30
H 1.86 -5.56 -3.58
H 3.46 -6.30 0.28
H 4.10 -8.60 -0.41
H -2.43 -5.83 -3.23
H -3.56 -3.58 -3.29
H -2.58 -1.78 -1.82
C -2.46 5.91 3.47
C -1.12 5.21 3.77
C 0.01 6.24 3.65
C -1.17 4.73 5.23
C -0.90 4.06 2.80
C -0.75 2.74 3.19
C -0.56 1.74 2.25
Br -0.39 -0.04 2.87
C -0.50 1.94 0.84
O -0.37 1.02 -0.01
C -0.62 3.34 0.45
C -0.82 4.31 1.42
C -0.59 3.81 -1.01
C 0.47 4.93 -1.17
C -0.24 2.74 -2.05
C -1.96 4.38 -1.39
H -2.63 6.75 4.15
H -3.29 5.21 3.57
H -2.47 6.29 2.45
H -0.15 7.08 4.34
H 0.07 6.64 2.64
H 0.97 5.78 3.89
H -1.33 5.58 5.89
H -0.23 4.25 5.51
H -1.98 4.01 5.38
H -0.78 2.45 4.23
H -0.94 5.34 1.09
H 1.46 4.55 -0.91
H 0.26 5.79 -0.53
H 0.49 5.27 -2.21
H 0.73 2.28 -1.85
H -0.20 3.22 -3.04
H -0.96 1.93 -2.07
H -2.25 5.21 -0.74
H -2.73 3.60 -1.29
H -1.96 4.74 -2.42
*
```

Summary:
ΔE to the lowest compared entry with this formula, charge and spin in kJ/mol: 98.0
Highest occupied orbital energy in eV: 0.08
LUMO energy in eV: 4.18
HOMO-LUMO gap in eV: 4.1070

=====

Entry from the OMol25 dataset: a 2-piece molecular cluster, CH3N2O2 overall (the ωB97M-V functional and the def2-TZVPD basis).

The geometry in ORCA input format:
```
! wB97M-V def2-TZVPD RIJCOSX def2/J DEFGRID3
* xyz -1 1
C -2.66 0.10 -0.06
N 0.48 -0.25 -0.40
N 1.31 0.19 0.41
O -2.94 -1.03 0.25
O -3.24 1.17 -0.08
H 0.11 -1.16 -0.10
H -1.42 0.29 -0.46
H 1.64 0.99 -0.02
*
```

Summary:
ΔE to the lowest compared entry with this formula, charge and spin in kJ/mol: 167.1
Highest occupied orbital energy (alpha / beta) in eV: -3.29 / -3.29
LUMO energy (alpha / beta) in eV: 4.37 / 4.37
HOMO-LUMO gap (alpha / beta) in eV: 7.6553 / 7.6546

=====

no.,DFT total energy (a.u.)
1,-1622.42185
2,-6679.73317
3,-4476.77832
4,-299.86659